{
  "formula": "CIOS",
  "method": "ωB97M-V with the def2-TZVPD basis set",
  "orbital_gap_ha": 0.242,
  "e_homo_ev": -3.4,
  "e_above_lowest_kj_mol": 6.8,
  "lumo_ev": 3.2,
  "charge": -1,
  "elements": ["O", "S", "I", "C"],
  "positions_angstrom": [[-0.561, -0.222, 0.994], [0.950, 0.075, -1.237], [-0.492, 2.689, -3.666], [0.126, -0.119, 0.052]],
  "forces_ev_per_angstrom": [[0.69, -0.02, -0.64], [0.26, 0.06, -0.30], [0.03, -0.02, -0.01], [-0.98, -0.02, 0.95]],
  "nbo_charge": [-0.51, 0.10, -0.99, 0.39]
}

{
  "formula": "CN2O3",
  "method": "ωB97M-V with the def2-TZVPD basis set",
  "orbital_gap_ha": 0.359,
  "e_homo_ev": -10.9,
  "e_above_lowest_kj_mol": 378.2,
  "lumo_ev": -1.1,
  "elements": ["O", "O", "C", "O", "N", "N"],
  "positions_angstrom": [[-0.117, 0.478, -1.336], [0.698, -0.030, 1.901], [0.427, 0.153, 0.779], [-0.758, -0.938, 0.056], [-0.866, -0.531, -1.116], [0.616, 0.868, -0.283]],
  "forces_ev_per_angstrom": [[0.07, 0.28, -0.54], [-0.08, 0.01, -0.32], [-0.12, -0.15, 0.14], [0.04, 0.64, -1.37], [-1.05, -1.75, 1.16], [1.16, 0.98, 0.93]],
  "nbo_charge": [-0.06, -0.49, 0.77, -0.30, 0.37, -0.30]
}

{
  "formula": "CN4O",
  "method": "ωB97M-V with the def2-TZVPD basis set",
  "orbital_gap_ha": 0.283,
  "e_homo_ev": -9.8,
  "e_above_lowest_kj_mol": 168.9,
  "lumo_ev": -2.1,
  "elements": ["C", "O", "N", "N", "N", "N"],
  "positions_angstrom": [[-0.721, -0.284, 0.582], [-1.480, -1.158, 0.544], [0.936, 0.269, -0.855], [0.949, 1.128, 0.066], [-0.087, 0.706, 0.878], [0.403, -0.660, -1.215]],
  "forces_ev_per_angstrom": [[-2.21, -0.61, 1.96], [-0.18, -0.55, -0.33], [-0.42, 0.38, 0.90], [1.45, 0.85, -0.82], [0.24, 1.25, 1.10], [1.13, -1.33, -2.82]],
  "nbo_charge": [0.77, -0.41, 0.19, -0.17, -0.39, 0.01]
}

{
  "formula": "CN4OS",
  "method": "ωB97M-V with the def2-TZVPD basis set",
  "orbital_gap_ha": 0.209,
  "e_homo_ev": 1.0,
  "e_above_lowest_kj_mol": 97.1,
  "lumo_ev": 6.7,
  "charge": -2,
  "elements": ["O", "S", "N", "N", "N", "N", "C"],
  "positions_angstrom": [[-2.867, -0.612, 0.466], [-1.269, -0.601, 0.256], [2.034, -0.547, 0.144], [1.327, 0.234, -0.336], [-1.028, 1.899, -0.858], [2.831, -1.254, 0.628], [-1.028, 0.882, -0.301]],
  "forces_ev_per_angstrom": [[0.74, -0.37, 0.01], [-1.74, -2.73, 1.57], [1.11, 0.22, 0.22], [-0.18, 0.18, -0.47], [-0.21, 0.85, 0.11], [0.21, -0.80, 0.33], [0.06, 2.66, -1.76]],
  "nbo_charge": [-1.11, 0.57, 0.18, -0.50, -0.53, -0.62, 0.02]
}

{
  "formula": "CN5O2",
  "method": "ωB97M-V with the def2-TZVPD basis set",
  "orbital_gap_ha": 0.231,
  "e_homo_ev": -3.5,
  "e_above_lowest_kj_mol": 576.5,
  "lumo_ev": 2.8,
  "charge": -1,
  "elements": ["O", "N", "N", "N", "C", "O", "N", "N"],
  "positions_angstrom": [[-0.651, 1.747, -0.676], [-1.137, 0.702, -0.344], [0.416, -0.074, 1.657], [0.158, -1.209, -1.344], [-0.422, -0.424, -0.785], [-2.293, 0.467, 0.002], [2.400, -0.592, 0.598], [1.448, -0.306, 1.193]],
  "forces_ev_per_angstrom": [[0.17, 1.25, 0.50], [-1.31, -1.51, -1.18], [-2.27, 0.80, 1.18], [1.58, -2.48, -1.80], [-1.04, 2.07, 2.15], [0.66, 0.62, 0.50], [0.93, -0.02, 0.12], [1.29, -0.73, -1.47]],
  "nbo_charge": [-0.33, 0.48, -0.55, -0.29, 0.35, -0.37, -0.45, 0.16]
}

{
  "formula": "CN6O4",
  "method": "ωB97M-V with the def2-TZVPD basis set",
  "orbital_gap_ha": 0.349,
  "e_homo_ev": -11.2,
  "e_above_lowest_kj_mol": 0.0,
  "lumo_ev": -1.7,
  "smiles": "O=NOn1nnnc1[N+](=O)[O-]",
  "elements": ["O", "N", "O", "N", "C", "O", "N", "O", "N", "N", "N"],
  "positions_angstrom": [[-1.087, -1.099, -0.601], [2.000, 0.129, 0.282], [0.634, 2.597, -0.229], [-2.089, -0.497, 0.483], [0.736, 0.355, -0.006], [-1.191, 1.495, 0.081], [2.166, -1.167, 0.213], [-3.156, -0.507, 0.093], [0.023, 1.583, -0.055], [1.091, -1.775, -0.097], [0.153, -0.864, -0.244]],
  "forces_ev_per_angstrom": [[-0.71, -0.86, -1.40], [-0.58, 1.96, 0.02], [0.35, 0.24, -0.02], [-1.76, -0.54, 1.16], [0.51, -2.05, -0.08], [0.29, 0.78, -0.24], [1.08, -0.59, 0.15], [1.68, -0.16, -0.06], [-0.47, 0.42, 0.00], [-1.30, -1.37, -0.29], [0.92, 2.17, 0.76]],
  "nbo_charge": [-0.31, -0.22, -0.28, 0.47, 0.29, -0.37, -0.05, -0.14, 0.51, -0.03, 0.11]
}